[1]
Molecular formula: C2H3Br2NO3
Method: DFT, ωB97M-V with the def2-TZVPD basis set

Computed properties:
Spin multiplicity: 1

Atoms and positions in Å:
C 1.229 1.219 -0.326
C -0.012 0.390 0.252
O 0.231 -0.629 -0.505
O -2.052 -1.703 0.495
N -1.769 -2.802 0.013
O -2.392 -3.873 -0.007
Br -1.718 1.444 0.125
Br 2.657 -0.141 0.053
H 1.099 1.185 -1.398
H 1.424 2.238 0.113
H 0.074 0.355 1.346

Force components x, y, z for each atom (eV/Å):
C 0.1844 -0.2792 0.9028
C 0.9045 2.1861 0.3635
O -2.4686 -1.4968 -0.1799
O 0.8111 -3.2837 -1.3358
N -2.9502 -0.2635 1.4103
O 2.0297 3.3283 -0.0032
Br 0.4047 -0.1780 -0.5405
Br 0.9548 1.4717 0.0456
H 0.2037 0.5394 -0.1228
H -0.2320 -1.3367 -0.3164
H 0.1580 -0.6876 -0.2236

=====

[2]
Molecular formula: C2H3Br2NO4S
Method: DFT, ωB97M-V with the def2-TZVPD basis set

Computed properties:
Spin multiplicity: 1

Atoms and positions in Å:
C -0.960 1.107 -0.323
C 2.129 0.689 0.093
N -0.658 -2.304 0.023
O -0.361 -3.200 -0.703
O -1.574 -2.023 0.721
O 0.182 0.130 1.926
O 0.345 -1.230 -0.094
S 0.492 0.299 0.593
Br 1.871 2.406 0.802
Br 1.968 0.505 -1.845
H -1.743 0.893 0.324
H -0.693 2.074 -0.282
H -0.999 0.655 -1.236

Force components x, y, z for each atom (eV/Å):
C 2.2690 -2.2436 2.4618
C -1.2686 -2.0435 -0.2254
N 0.4175 1.4402 -0.6050
O -0.6090 0.5331 1.1796
O -0.2001 -0.9042 -0.0531
O -0.4763 0.2535 4.0251
O 1.3765 -0.2727 -0.8290
S -1.5099 -2.3800 -4.2799
Br 0.7964 2.8375 0.3814
Br 0.4828 0.5627 -0.2009
H -1.5947 -0.4536 1.0276
H 0.5217 3.5803 -0.3923
H -0.2053 -0.9096 -2.4898

=====

[3]
Molecular formula: C2H3Br2O2Si
Method: DFT, ωB97M-V with the def2-TZVPD basis set

Computed properties:
Spin multiplicity: 1
Net charge: -1

Atoms and positions in Å:
C -1.320 2.540 0.168
C -0.258 -0.628 0.240
O -1.839 1.842 1.049
O -1.379 2.701 -1.037
Si -1.226 0.086 1.771
Br 0.271 3.864 0.949
Br -3.144 -0.951 1.341
H -1.029 -0.928 -0.601
H 0.623 -0.183 -0.171
H 0.160 -1.546 0.686

Force components x, y, z for each atom (eV/Å):
C 0.5231 0.2788 -2.7324
C -2.1002 -1.0929 -0.8762
O 0.3217 0.2390 -0.2483
O -0.1932 -0.4061 2.7185
Si 1.7435 0.8543 0.3747
Br -0.5274 -0.4305 0.0732
Br -1.4058 -0.7237 -0.3153
H 1.7391 0.5193 1.4168
H 0.3322 0.9270 -0.3097
H -0.4328 -0.1651 -0.1013

=====

[4]
Molecular formula: C2H3BrClN
Method: DFT, ωB97M-V with the def2-TZVPD basis set

Computed properties:
Spin multiplicity: 1

Atoms and positions in Å:
C -0.283 0.337 1.188
C -0.104 -0.235 -1.101
N 0.176 -0.376 0.198
Cl -0.714 1.308 -1.629
Br 1.209 -1.035 -2.258
H -0.797 1.256 0.995
H -0.163 -0.021 2.189
H 0.677 -1.234 0.417

Force components x, y, z for each atom (eV/Å):
C 0.1283 0.3615 0.8419
C 0.4787 -0.0244 -1.4479
N -0.5346 -0.0814 0.1397
Cl 0.1670 -0.4797 0.3118
Br -0.2526 0.1646 0.2084
H -0.1153 0.0736 -0.1565
H 0.1572 -0.1667 0.1505
H -0.0287 0.1525 -0.0478

=====

[5]
Molecular formula: C2H3BrClP
Method: DFT, ωB97M-V with the def2-TZVPD basis set

Computed properties:
Spin multiplicity: 1

Atoms and positions in Å:
C 1.588 0.440 -1.400
C -1.185 -0.142 1.499
P 1.023 -0.297 -2.727
Cl -0.724 -0.251 3.169
Br 0.578 0.223 0.298
H -1.796 -0.914 1.163
H -1.669 0.773 1.501
H 2.185 0.169 -3.504

Force components x, y, z for each atom (eV/Å):
C 0.4571 0.2518 0.2360
C 1.7014 0.5726 0.1968
P 0.1593 -0.3088 -2.0243
Cl 0.4683 -0.6434 0.2391
Br -0.6639 0.2366 2.1940
H -0.5870 -1.5434 -0.5629
H -0.9056 1.6963 -0.8712
H -0.6296 -0.2615 0.5925

=====

[6]
Molecular formula: C2H3BrF2O2
Method: DFT, ωB97M-V with the def2-TZVPD basis set

Computed properties:
Spin multiplicity: 1
SMILES: F[C@H]1O[C@@]1(F)Br.O

Atoms and positions in Å:
F 1.690 0.862 2.210
C 2.047 0.075 1.246
O 1.048 -0.287 0.379
C 2.045 0.506 -0.149
F 2.816 -0.211 -0.964
Br 1.753 2.257 -0.846
H 2.700 -0.874 1.507
O -1.730 0.428 0.270
H -1.715 -0.544 0.280
H -0.788 0.461 0.488

Force components x, y, z for each atom (eV/Å):
F -0.2315 0.9513 1.4433
C 2.6541 -2.7805 -0.2479
O -2.0175 -0.0289 -0.9848
C 0.5269 -0.0506 0.1700
F 0.5389 -0.0075 -0.7418
Br -0.1737 -0.4758 0.3784
H -1.0742 2.3509 0.0175
O 0.7884 -1.1350 0.2621
H -1.0423 0.1230 -0.2660
H 0.0308 1.0532 -0.0308

=====

[7]
Molecular formula: C2H3BrF2S
Method: DFT, ωB97M-V with the def2-TZVPD basis set

Computed properties:
Spin multiplicity: 1

Atoms and positions in Å:
C 0.536 -0.016 0.148
C -2.901 -1.101 -0.202
F -3.772 -1.830 -0.910
F -2.949 -1.656 1.069
S 0.567 1.664 -0.070
Br -3.316 0.719 -0.115
H -0.218 -0.534 0.812
H 1.172 -0.495 -0.478
H -0.469 1.902 0.721

Force components x, y, z for each atom (eV/Å):
C -2.5905 0.3978 2.2577
C -1.5748 -1.7873 1.9027
F 0.8385 0.6270 -0.1549
F 0.7066 0.7355 -1.5222
S -0.0931 0.2608 0.0646
Br 0.0672 0.4670 -0.2395
H 1.2183 0.7353 -0.9994
H 1.6869 -1.8220 -1.5258
H -0.2590 0.3860 0.2167

=====

[8]
Molecular formula: C2H3BrFN
Method: DFT, ωB97M-V with the def2-TZVPD basis set

Computed properties:
Spin multiplicity: 1
SMILES: FC1=NC1.Br

Atoms and positions in Å:
F 1.988 -1.822 0.029
C 1.152 -0.838 -0.002
N -0.056 -0.538 -0.087
C 0.973 0.589 0.053
H 1.002 1.105 1.003
H 1.155 1.194 -0.824
Br -3.779 0.345 -0.023
H -2.435 -0.035 -0.149

Force components x, y, z for each atom (eV/Å):
F -0.1429 -0.4804 -0.0491
C -0.9382 1.6642 0.0363
N 0.2774 -1.2373 -0.0465
C 0.8139 -0.0794 0.0493
H -0.0645 0.0875 0.0886
H -0.0510 0.0929 -0.0848
Br -0.5391 0.1702 0.0449
H 0.6444 -0.2177 -0.0388

=====

[9]
Molecular formula: C2H3BrFN
Method: DFT, ωB97M-V with the def2-TZVPD basis set

Computed properties:
Spin multiplicity: 1
SMILES: F[C@@]1(Br)CN1

Atoms and positions in Å:
F 2.022 -1.745 -0.195
C 1.512 -0.516 -0.249
Br 2.587 0.888 -0.992
C 0.053 -0.239 -0.408
N 0.704 -0.144 0.862
H -0.106 0.712 -1.097
H -0.613 -0.957 -0.619
H 0.687 0.785 1.277

Force components x, y, z for each atom (eV/Å):
F 0.4675 0.0572 -0.2432
C -1.6179 1.4308 0.7616
Br 0.7212 -0.4169 -0.0576
C 2.2350 3.8826 -2.5148
N -0.2973 -0.0926 0.7519
H 0.1212 -1.8054 1.8031
H -2.3533 -2.8004 -0.2329
H 0.7236 -0.2553 -0.2682

=====

[10]
Molecular formula: C2H3BrN2
Method: DFT, ωB97M-V with the def2-TZVPD basis set

Computed properties:
Spin multiplicity: 3
Expectation value of S²: 2.02

Atoms and positions in Å:
C -0.002 0.827 1.327
C -0.204 0.233 0.014
N -0.100 0.752 2.606
N 0.243 2.021 2.055
Br 2.141 2.919 2.466
H 0.103 -0.727 -0.115
H 0.187 0.874 -0.703
H -1.311 0.309 0.037

Force components x, y, z for each atom (eV/Å):
C 0.4518 2.5227 2.4836
C -2.2944 2.3256 1.8982
N -0.4203 -1.6623 0.2039
N -1.9521 -2.6342 -2.9783
Br 2.4691 1.5758 0.6700
H 0.8358 -2.8386 -0.0293
H 0.6159 1.0766 -1.4761
H 0.2941 -0.3655 -0.7721

=====

[11]
Molecular formula: C2H3BrO
Method: DFT, ωB97M-V with the def2-TZVPD basis set

Computed properties:
Spin multiplicity: 1
SMILES: CC(=O)Br

Atoms and positions in Å:
C -0.677 0.273 -0.092
C 0.617 -0.289 0.111
O 0.847 -1.954 0.675
Br 2.135 0.658 -0.080
H -1.567 -0.341 0.263
H -0.759 0.384 -1.189
H -0.597 1.269 0.312

Force components x, y, z for each atom (eV/Å):
C -1.6232 -0.4766 -0.5880
C 1.7741 -9.5701 3.4842
O -1.2648 8.4323 -2.9357
Br 0.4063 0.2014 -0.1349
H 1.5165 0.7616 -0.2329
H -0.1708 0.1139 0.2029
H -0.6381 0.5374 0.2044

=====

[12]
Molecular formula: C2H3BrO
Method: DFT, ωB97M-V with the def2-TZVPD basis set

Computed properties:
Spin multiplicity: 1

Atoms and positions in Å:
C -0.567 0.018 -0.528
C 0.503 0.043 0.528
O -0.142 -1.161 0.151
Br 2.272 0.365 0.030
H -1.531 0.422 -0.271
H -0.581 -0.028 -1.676
H 0.047 0.342 1.766

Force components x, y, z for each atom (eV/Å):
C -0.3750 -0.0778 -0.8701
C -3.6844 0.2348 2.2337
O 0.4889 0.2543 0.0356
Br 0.5795 -0.0575 0.2268
H -0.3841 -0.0964 0.6786
H 1.3128 0.2309 1.7324
H 2.0624 -0.4882 -4.0370

=====

The strongest force on any atom results, record by record, are as follows: 0.076, 0.100, 0.054, 0.030, 0.045, 0.075, 0.067, 0.037, 0.100, 0.086, 0.201, 0.089 hartree/bohr.
The energy above the lowest of the compared OMol25 structures with the same formula, charge and spin results, record by record, are as follows: 92.46, 82.62, 23.62, 27.91, 104.19, 40.47, 78.03, 14.44, 2.20, 35.86, 114.07, 58.73 kcal/mol.